Entry 1:
Density functional theory data (ωB97M-V/def2-TZVPD) for a structure of composition C19H16F5HfN3O6S2 at a distorted geometry.

Structure (XYZ):
```
52
Properties=species:S:1:pos:R:3:forces:R:3:mulliken_charge:R:1
Hf -0.165 0.090 -0.178 0.6 2.1 -0.6 1.17
O 1.254 -1.503 3.589 0.2 -0.3 0.0 -0.48
C 0.043 -1.042 3.199 -0.1 0.3 0.6 0.58
O -0.398 0.018 3.549 0.0 -0.9 0.5 -0.47
C -0.700 -2.057 2.339 -0.2 0.0 0.3 -0.64
O -0.282 -2.046 0.993 0.0 -0.1 0.2 -0.28
C 1.028 -2.546 0.783 0.9 -0.1 -0.1 -0.57
C 2.068 -1.406 0.980 0.5 -1.5 0.4 0.64
O 3.257 -1.696 1.081 -0.1 -0.1 -0.1 -0.81
O 1.543 -0.268 1.056 0.4 0.4 0.8 -0.66
H 1.793 -0.765 3.918 -0.3 0.0 -0.1 0.37
H -1.762 -1.803 2.322 0.2 0.0 0.1 0.31
H -0.544 -3.058 2.772 -0.1 0.2 -0.2 0.44
H 1.066 -2.888 -0.256 0.0 0.1 0.1 0.31
H 1.249 -3.373 1.471 -0.1 0.2 -0.1 0.44
S -0.293 1.893 1.601 0.4 1.1 0.3 -0.58
C -1.991 1.755 1.342 -0.1 0.4 -0.1 0.79
C -2.856 1.571 2.413 -0.5 -0.2 0.1 -1.05
C -4.236 1.510 2.230 0.9 0.4 -1.3 0.59
C -5.058 1.240 3.328 -0.9 -0.3 1.2 -0.03
N -5.700 0.994 4.255 0.1 0.1 -0.2 -0.68
C -4.767 1.714 0.931 1.5 0.0 0.3 0.46
C -3.898 1.913 -0.146 -0.5 -0.2 0.4 -1.03
C -2.521 1.891 0.024 0.0 0.2 0.1 0.37
S -1.442 2.056 -1.319 -0.2 0.4 -0.3 -0.51
C -6.151 1.697 0.737 -1.4 0.0 -0.2 0.06
N -7.294 1.683 0.590 0.1 0.0 0.0 -0.67
H -2.433 1.442 3.397 0.0 0.0 0.1 0.55
H -4.291 2.057 -1.141 -0.1 0.0 0.0 0.44
C 3.800 -0.770 -2.131 -0.2 0.1 -0.1 -1.58
C 3.781 0.744 -1.956 0.3 0.1 -0.3 1.99
C 4.840 1.133 -0.924 -0.3 0.0 -0.2 -1.71
C 3.984 1.459 -3.295 -0.1 -0.2 0.4 -1.76
O 2.532 1.261 -1.419 2.1 0.2 -0.8 -0.52
H 4.753 -1.052 -2.576 0.3 0.0 0.0 0.52
H 2.984 -1.100 -2.770 0.1 0.0 0.0 0.38
H 3.692 -1.261 -1.165 0.1 0.0 -0.1 0.25
H 5.829 0.853 -1.283 0.2 0.0 0.0 0.41
H 4.631 0.607 0.005 0.0 0.0 0.1 0.31
H 4.808 2.203 -0.735 0.0 0.2 0.0 0.36
H 4.901 1.119 -3.772 0.2 0.0 -0.1 0.40
H 4.028 2.534 -3.132 0.0 0.1 0.0 0.35
H 3.137 1.240 -3.944 0.0 0.0 -0.1 0.37
F -2.694 -1.252 -0.079 -0.6 -0.1 -0.1 -0.27
C -1.761 -1.112 -1.135 -0.8 -1.5 -0.2 0.35
F -1.269 -2.416 -1.290 -0.2 0.0 -0.3 -0.30
C -2.545 -0.864 -2.412 -0.2 0.0 -1.1 0.45
F -2.980 -1.996 -3.039 0.0 -0.2 0.2 -0.33
F -1.774 -0.250 -3.325 0.0 -0.2 0.0 -0.22
F -3.647 -0.123 -2.253 -0.1 0.2 0.3 -0.21
N 0.996 -0.550 -1.808 0.3 -2.9 -1.9 -0.49
C 1.453 0.523 -1.423 -2.1 2.2 2.3 0.20
```
Forces are in eV/Å.

Properties
* energy: -2693.19568 a.u.
* LUMO energy: 4.7 eV
* 2S+1: 1
* net charge: -2


Entry 2:
Density functional theory data (ωB97M-V/def2-TZVPD) for a structure of composition C19H16InN3O2S3 at a distorted geometry.

Structure (XYZ):
```
44
Properties=species:S:1:pos:R:3:forces:R:3:mulliken_charge:R:1
In 14.796 -11.732 -6.610 -0.9 1.0 0.8 1.53
O 16.293 -10.707 -5.430 -0.3 0.7 1.0 -0.70
C 16.260 -10.090 -4.267 0.4 -1.3 -1.1 0.40
C 17.394 -10.296 -3.423 -0.8 -0.3 -1.0 -0.54
C 17.609 -9.580 -2.311 0.3 0.7 1.3 -0.34
C 16.638 -8.675 -1.869 -1.2 -0.4 -0.3 -0.64
C 15.384 -8.671 -2.499 2.5 -0.7 -1.3 -0.97
C 15.193 -9.321 -3.755 0.6 0.6 0.9 0.93
C 13.919 -9.196 -4.403 -0.9 -0.9 -0.6 -0.72
N 13.577 -9.785 -5.495 0.9 -0.3 0.1 0.31
N 12.242 -9.748 -5.780 -0.7 -0.4 0.0 -0.95
C 11.920 -10.558 -6.774 0.2 1.0 -0.5 0.50
O 12.730 -11.161 -7.566 -0.8 -0.3 0.8 -0.87
C 10.390 -10.604 -6.984 0.3 -1.1 -1.7 0.27
C 9.814 -10.997 -8.248 0.9 -0.1 0.6 -0.30
C 8.428 -11.129 -8.402 1.5 1.0 1.3 -0.51
C 7.577 -10.818 -7.336 -0.4 -0.4 -0.9 -0.35
C 8.137 -10.503 -6.118 0.5 0.3 0.7 -0.43
C 9.533 -10.387 -5.926 -0.2 0.7 0.7 -0.33
H 18.000 -11.119 -3.699 0.8 -0.4 -0.4 0.42
H 18.492 -9.737 -1.677 -0.2 0.0 -0.4 0.31
H 16.852 -8.115 -0.984 -0.3 0.3 0.5 0.37
H 14.602 -8.107 -2.110 -1.3 1.0 0.6 0.43
H 13.093 -8.744 -3.861 0.0 0.4 0.3 0.29
H 10.520 -11.218 -9.087 -0.7 0.2 0.8 0.31
H 8.054 -11.369 -9.351 -0.6 -0.4 -1.2 0.42
H 6.482 -10.831 -7.536 0.9 -0.1 0.6 0.30
H 7.486 -10.358 -5.270 -0.1 0.2 0.2 0.34
H 10.016 -10.010 -4.979 -0.9 -0.7 -1.0 0.30
C 13.885 -15.850 -4.469 -0.2 -2.0 -0.4 -1.48
C 14.339 -14.766 -5.309 1.9 2.2 -1.7 0.64
S 13.844 -13.132 -4.708 0.2 -0.7 -0.6 -0.49
C 15.167 -14.993 -6.398 -1.5 -0.3 1.1 0.45
C 15.470 -16.391 -7.006 0.6 0.0 2.2 -1.52
S 15.854 -13.755 -7.400 0.4 0.1 -0.6 -0.56
H 12.911 -16.217 -4.819 -0.1 0.0 0.4 0.24
H 13.889 -15.669 -3.408 -0.2 0.4 0.4 0.37
H 14.605 -16.645 -4.644 -0.1 -0.6 0.2 0.34
H 14.557 -16.976 -7.170 0.2 0.2 -0.5 0.27
H 16.081 -17.031 -6.303 -0.5 0.6 -0.3 0.30
H 16.134 -16.227 -7.848 -0.5 -0.3 -0.4 0.41
S 17.103 -10.473 -10.725 -0.4 0.0 0.5 -0.51
C 16.183 -10.616 -9.349 1.1 0.2 -1.6 0.28
N 15.549 -10.703 -8.389 -0.5 0.1 0.8 -0.54
```
Forces are in eV/Å.

Properties
* energy: -2433.18335 a.u.
* LUMO energy: 4.7 eV
* 2S+1: 1
* net charge: -2
* energy relative to the best compared isomer or geometry (same formula, charge and spin): 23.4 kcal per mole


Entry 3:
Density functional theory data (ωB97M-V/def2-TZVPD) for a structure of composition C19H16MnN6O6S4 at a distorted geometry.

Structure (XYZ):
```
52
Properties=species:S:1:pos:R:3:forces:R:3:mulliken_charge:R:1
Mn 0.130 0.280 0.111 -0.8 -1.0 1.7 -0.05
S -1.537 0.415 1.725 0.4 -0.8 -0.8 -0.24
C -2.510 -1.017 1.537 0.9 0.8 -0.2 0.71
C -3.733 -1.130 2.193 -0.5 -0.4 0.1 -0.84
C -4.471 -2.298 2.086 0.9 0.6 -0.2 0.46
C -5.736 -2.403 2.713 -0.3 0.0 0.2 -0.15
N -6.766 -2.473 3.208 -0.4 0.0 0.2 -0.45
C -3.960 -3.380 1.332 0.7 0.7 -0.2 0.52
C -2.772 -3.239 0.629 -0.5 -0.3 0.1 -0.87
C -2.051 -2.049 0.700 1.0 0.6 -0.3 0.61
S -0.616 -1.778 -0.271 -0.8 -0.2 0.4 -0.09
C -4.684 -4.595 1.332 -0.1 -0.4 -0.1 -0.16
N -5.277 -5.574 1.383 -0.2 -0.4 -0.1 -0.45
H -4.098 -0.296 2.770 -0.1 0.0 0.1 0.52
H -2.403 -4.044 0.013 0.0 -0.2 0.0 0.52
O 2.130 0.848 -3.467 0.1 -0.4 0.2 -0.77
S 2.098 1.062 -2.052 0.4 1.5 -1.3 1.35
O 1.770 2.403 -1.630 0.5 -0.3 -0.2 -0.38
O 1.133 0.091 -1.404 -0.4 -0.8 -0.3 -0.44
C 3.700 0.589 -1.414 -0.6 0.0 -0.5 -0.04
C 4.622 0.111 -2.333 0.0 0.0 0.0 -0.56
C 5.896 -0.248 -1.916 0.0 0.0 0.2 -0.56
C 6.244 -0.124 -0.579 -0.1 0.1 -0.1 -0.56
C 5.308 0.333 0.337 0.0 -0.1 0.1 -0.58
C 4.033 0.677 -0.081 -0.1 0.2 0.7 -0.02
S 2.930 1.257 1.206 0.2 0.6 1.0 1.55
O 2.596 2.639 0.980 0.3 -0.1 -0.1 -0.64
O 3.583 0.976 2.451 0.0 -0.3 -0.3 -0.74
O 1.677 0.395 1.122 0.1 -0.4 0.3 -0.56
H 4.315 0.040 -3.364 0.0 0.0 -0.1 0.57
H 6.610 -0.629 -2.632 0.0 0.0 0.0 0.40
H 7.243 -0.370 -0.249 0.0 -0.1 0.0 0.41
H 5.529 0.425 1.388 0.1 0.0 0.0 0.55
C 1.741 5.909 -0.798 -0.2 0.1 -0.1 -1.34
C 0.358 6.255 -1.347 -0.1 -0.2 0.0 0.88
C 0.231 5.879 -2.820 0.0 0.1 0.2 -1.43
C -0.767 5.601 -0.521 0.1 1.2 -0.3 -1.16
N -0.646 4.177 -0.458 0.7 -1.0 1.1 0.78
C 0.116 3.441 0.361 -0.1 -0.4 0.1 -0.77
N -0.144 2.183 0.078 -0.3 1.3 0.1 0.66
N -1.043 2.176 -0.895 -0.4 -0.2 -0.5 0.38
N -1.347 3.359 -1.224 -0.8 0.2 -0.9 -0.94
H 2.496 6.475 -1.338 0.1 0.0 0.0 0.46
H 1.971 4.852 -0.917 0.1 -0.1 0.0 0.24
H 1.818 6.169 0.256 0.1 0.0 0.2 0.35
H 0.201 7.334 -1.246 0.0 -0.1 0.0 0.29
H 0.435 4.823 -2.971 0.0 -0.2 0.0 0.21
H 0.946 6.449 -3.408 0.1 0.0 -0.1 0.45
H -0.769 6.101 -3.187 -0.1 0.0 -0.1 0.38
H -1.736 5.809 -0.980 0.1 0.0 0.2 0.39
H -0.752 5.989 0.502 -0.1 -0.1 -0.1 0.43
H 0.837 3.768 1.083 0.0 0.2 0.0 0.76
```
Forces are in eV/Å.

Properties
* energy: -4257.27124 a.u.
* LUMO energy (spin up / spin down): -3.6 / -3.6 eV
* 2S+1: 2
* net charge: 0
* expectation value of S²: 0.804


Entry 4:
Density functional theory data (ωB97M-V/def2-TZVPD) for the molecule C19H16N4O2S at a distorted geometry.

Structure (XYZ):
```
42
Properties=species:S:1:pos:R:3:forces:R:3:mulliken_charge:R:1
C 0.736 2.672 5.528 0.0 0.0 0.0 -1.39
C 0.924 1.380 4.793 0.1 0.0 0.0 0.88
C -0.072 0.903 3.947 0.0 -0.1 0.0 -0.76
C 0.080 -0.294 3.276 0.0 0.0 0.0 -0.19
C 1.241 -1.043 3.430 0.1 0.0 0.0 0.80
C 2.240 -0.569 4.267 -0.1 -0.2 -0.1 -0.85
C 2.079 0.627 4.943 -0.1 0.1 0.0 -0.65
H 2.867 0.981 5.593 0.1 0.1 0.1 0.31
H 3.149 -1.139 4.394 0.1 -0.1 0.0 0.32
C 1.399 -2.351 2.694 0.1 0.0 0.5 -1.05
N 0.979 -2.242 1.323 0.3 0.1 -0.4 0.97
C 1.524 -1.480 0.357 -0.1 -0.1 -0.2 -0.63
C 0.763 -1.649 -0.776 0.1 -0.1 0.1 -0.48
C -0.255 -2.537 -0.378 0.9 0.4 0.6 0.38
N -0.099 -2.889 0.891 -0.9 -0.4 -0.2 -1.14
N -1.281 -3.105 -1.119 -0.3 -0.5 0.3 -0.05
C -1.954 -2.607 -2.183 -0.1 -0.2 0.2 0.16
O -2.764 -3.272 -2.797 0.0 0.2 -0.1 -0.63
C -1.677 -1.196 -2.556 -0.1 1.0 -0.3 0.58
N -1.682 -0.218 -1.682 -0.3 -1.0 0.7 -0.41
O -1.500 0.932 -2.362 0.1 0.5 -0.6 -0.20
C -1.382 0.666 -3.677 -0.1 -1.6 0.0 0.63
C -1.496 -0.693 -3.865 0.1 0.8 0.2 -0.73
H -1.459 -1.253 -4.774 0.0 -0.1 -0.2 0.42
C -1.180 1.740 -4.599 0.1 0.8 -0.1 0.23
C -1.061 1.666 -5.963 -0.1 -0.1 0.6 -0.49
C -0.875 2.925 -6.559 0.0 0.3 0.0 -0.52
C -0.854 3.937 -5.649 0.0 -0.1 0.3 -0.38
S -1.062 3.379 -4.041 0.0 -0.3 -0.5 -0.09
H -0.728 4.986 -5.829 0.0 0.2 -0.1 0.43
H -0.762 3.074 -7.618 0.0 0.1 -0.2 0.40
H -1.109 0.742 -6.510 0.0 -0.2 -0.1 0.40
H -1.615 -3.995 -0.768 0.0 0.1 -0.2 0.27
H 0.924 -1.213 -1.738 0.1 0.1 -0.2 0.45
H 2.397 -0.885 0.534 0.2 0.1 0.1 0.46
H 0.766 -3.120 3.147 0.2 0.0 -0.1 0.32
H 2.442 -2.684 2.735 -0.1 0.0 0.0 0.39
H -0.703 -0.652 2.624 -0.1 0.0 -0.1 0.46
H -0.978 1.477 3.816 -0.1 0.1 0.0 0.39
H -0.023 2.555 6.301 0.0 0.1 0.1 0.30
H 0.400 3.454 4.849 0.0 0.1 0.0 0.35
H 1.662 2.991 6.001 0.0 0.1 0.0 0.34
```
Forces are in eV/Å.

Properties
* energy: -1501.28337 a.u.
* LUMO energy: 0.1 eV
* 2S+1: 1
* net charge: 0
* structure (SMILES): Cc1ccc(Cn2ccc(NC(=O)c3cc(-c4cccs4)on3)n2)cc1
* energy relative to the best compared isomer or geometry (same formula, charge and spin): 15.2 kcal per mole